[1]
Formula: C49H31Cl3F18Ge2INO2P2S2V
Source: OMol25
Level of theory: wB97M-V/def2-TZVPD

Geometry as XYZ:
```
112
Properties=species:S:1:pos:R:3:mulliken_spin:R:1
V 1.3144 -0.1887 0.1196 1.302
C -6.6119 -4.4081 2.1199 0.000
S -5.2113 -5.5489 2.2600 0.000
C -4.0888 -4.7743 1.0493 0.000
C -3.1948 -3.7264 1.6991 -0.001
C -2.5188 -2.8663 0.6294 0.000
N -1.7404 -1.7664 1.2194 0.004
P -2.5184 -0.2340 0.8283 0.018
C -4.2185 -0.5612 1.4740 -0.001
C -4.5299 -0.5532 2.8301 0.000
C -5.8450 -0.6893 3.2359 0.000
C -6.8553 -0.8387 2.2976 0.000
C -6.5508 -0.8540 0.9453 0.000
C -5.2365 -0.7086 0.5375 0.001
C -2.0217 0.9228 2.1467 0.003
C -2.6085 2.1832 2.0269 0.000
C -2.3880 3.1481 2.9904 0.000
C -1.5776 2.8622 4.0769 -0.001
C -0.9827 1.6171 4.1912 0.000
C -1.1939 0.6459 3.2259 0.006
P -0.0199 -1.9010 1.2553 0.020
C 0.2830 -2.5221 2.9477 0.026
C -0.7368 -2.7317 3.8713 -0.003
C -0.4414 -3.2438 5.1212 0.001
C 0.8684 -3.5351 5.4644 -0.001
C 1.8901 -3.2924 4.5600 0.001
C 1.6026 -2.7774 3.3091 -0.002
C 0.3525 -3.3753 0.2326 -0.022
C 0.6385 -3.1436 -1.1140 0.011
C 1.0550 -4.1729 -1.9367 0.000
C 1.1879 -5.4520 -1.4206 0.001
C 0.8881 -5.6930 -0.0898 0.001
C 0.4682 -4.6656 0.7389 -0.004
H -7.3531 -4.7090 2.8511 0.000
H -7.0285 -4.4813 1.1200 0.000
H -6.2846 -3.3929 2.3222 0.000
H -4.7143 -4.3347 0.2748 0.000
H -3.4949 -5.5774 0.6187 0.000
H -2.4455 -4.2317 2.3076 0.000
H -3.7902 -3.0869 2.3548 0.000
H -3.2957 -2.4412 -0.0163 0.000
H -1.8899 -3.5075 0.0074 0.000
H -3.7459 -0.4352 3.5649 0.000
H -6.0888 -0.6733 4.2885 0.000
H -7.8793 -0.9353 2.6248 0.000
H -7.3381 -0.9675 0.2136 0.000
H -4.9901 -0.7063 -0.5166 0.000
H -3.2210 2.4112 1.1637 0.000
H -2.8460 4.1203 2.8952 0.000
H -1.3958 3.6179 4.8251 0.000
H -0.3564 1.3932 5.0413 0.000
H -0.7221 -0.3218 3.3160 -0.008
H -1.7552 -2.4785 3.6185 -0.001
H -1.2414 -3.4158 5.8250 0.000
H 1.0888 -3.9370 6.4412 0.000
H 2.9144 -3.5042 4.8241 0.000
H 2.4016 -2.5857 2.6053 0.005
H 0.5318 -2.1411 -1.5210 0.007
H 1.2914 -3.9721 -2.9706 0.000
H 1.5252 -6.2540 -2.0589 0.000
H 1.0073 -6.6860 0.3142 0.000
H 0.2548 -4.8633 1.7803 0.000
F -1.7158 -0.9059 -1.8492 0.001
C -1.1405 0.2656 -2.2154 0.023
F -1.8719 0.8109 -3.1716 0.000
F 0.0467 -0.1016 -2.7580 0.001
C -0.9097 1.1814 -0.9663 -0.053
O -1.4127 2.2739 -0.9019 -0.004
O -0.2042 0.5522 -0.1215 -0.173
I 1.1826 2.8544 1.5857 -0.007
C 1.9258 0.8695 1.7770 -0.111
H 1.6109 0.4988 2.7525 0.019
H 3.0107 0.9427 1.7307 0.012
Cl 3.5810 -3.5887 0.5917 -0.005
Ge 3.3780 -1.5122 -0.1988 0.015
Cl 4.9147 -0.5602 1.0255 -0.006
Cl 4.2690 -1.9014 -2.1329 -0.006
F 4.0369 3.6031 -0.1407 0.001
C 3.3999 4.6991 -0.5927 0.002
C 2.8216 4.5990 -1.8440 0.011
C 2.2244 5.7262 -2.3749 0.002
F 1.7330 5.6824 -3.6156 0.000
C 2.1595 6.9130 -1.6511 0.000
F 1.5698 7.9932 -2.1670 0.000
C 2.7216 6.9786 -0.3790 0.001
F 2.6664 8.1133 0.3169 0.000
C 3.3642 5.8634 0.1570 -0.001
F 3.9430 5.9335 1.3556 0.000
Ge 2.9284 2.7780 -2.6665 -0.015
S 2.4205 1.0308 -1.5368 -0.068
C 1.7611 2.7172 -4.2799 -0.005
C 0.4578 3.1630 -4.1609 0.004
F 0.0883 3.6231 -2.9573 -0.001
C -0.4316 3.1351 -5.2268 0.000
F -1.6755 3.5956 -5.1088 0.000
C 0.0019 2.6080 -6.4428 -0.001
F -0.8292 2.5626 -7.4839 0.000
C 1.2983 2.1149 -6.5720 -0.001
F 1.7014 1.5908 -7.7309 0.000
C 2.1592 2.1726 -5.4825 0.000
F 3.4073 1.6897 -5.5749 0.000
C 4.8549 2.6809 -3.1815 0.005
C 5.2742 3.5634 -4.1561 -0.001
F 4.3463 4.3757 -4.6863 -0.001
C 6.5969 3.6452 -4.5596 0.000
F 6.9829 4.5202 -5.4893 0.000
C 7.5349 2.8095 -3.9566 0.000
F 8.8157 2.8887 -4.3126 0.000
C 7.1386 1.9054 -2.9761 0.000
F 8.0388 1.1082 -2.3997 0.000
C 5.8010 1.8602 -2.5960 -0.002
F 5.4270 1.0193 -1.6319 -0.002
```

HOMO level (alpha / beta) = -8.530 / -8.540 eV
Total charge = 0
Gap between HOMO and LUMO (alpha / beta) = 5.95 / 6.57 eV
2S+1 = 2
Energy relative to the best compared isomer or geometry (same formula, charge and spin) = 89.4 kJ/mol



[2]
Formula: C49H32IrN5Se
Source: OMol25
Level of theory: wB97M-V/def2-TZVPD

Geometry as XYZ:
```
88
Properties=species:S:1:pos:R:3:mulliken_charge:R:1
Ir -0.3243 -0.1485 -0.1514 0.405
C -2.2086 -7.0061 2.6193 -0.379
C -1.5252 -6.8026 1.4284 -0.795
C -1.2738 -5.5133 0.9815 0.164
C -1.7100 -4.4144 1.7171 -1.277
C -2.4052 -4.6252 2.9030 0.087
C -2.6527 -5.9150 3.3528 -0.775
C -1.3562 -3.0396 1.2545 1.585
C -2.2717 -2.3500 0.4724 0.374
C -3.5928 -2.8012 0.1289 -1.026
C -4.2165 -1.7715 -0.4921 -1.548
C -3.2802 -0.6748 -0.5471 -0.583
C -3.5149 0.5988 -1.1229 1.217
C -4.8635 1.1871 -1.0126 0.938
C -5.2831 2.3294 -1.7161 -0.184
C -6.5870 2.7874 -1.6484 -1.068
C -7.5170 2.1663 -0.8288 -0.387
C -7.0930 1.1255 -0.0188 -0.890
C -5.7932 0.6571 -0.0988 -0.542
C -2.4554 1.2307 -1.8306 0.077
N -1.1377 1.1336 -1.4900 -0.376
C -0.4116 1.8399 -2.4237 1.191
C 0.9620 2.0838 -2.3506 0.885
C 1.6362 2.8007 -3.4679 0.059
C 1.1712 4.0212 -3.9563 -0.382
C 1.8218 4.6603 -5.0017 -0.855
C 2.9603 4.1022 -5.5627 -0.508
C 3.4492 2.9015 -5.0674 -1.114
C 2.7901 2.2548 -4.0340 -0.280
C 1.7756 1.6968 -1.2702 0.825
C 3.1209 2.1532 -1.0283 -1.156
C 3.5608 1.5342 0.0927 -1.375
C 2.5024 0.6697 0.5393 0.130
N 1.4154 0.8379 -0.2727 -0.369
C 2.6270 -0.2944 1.5423 1.557
C 1.6691 -1.2630 1.8386 0.151
C 1.8733 -2.3883 2.7120 -1.096
C 0.7837 -3.1863 2.5929 -1.488
C -0.1120 -2.5447 1.6670 0.881
N 0.4448 -1.3727 1.2429 -0.301
C 3.9554 -0.4158 2.2134 -0.693
C 4.9849 -1.1040 1.5765 0.239
C 6.2208 -1.2403 2.1916 -0.876
C 6.4372 -0.6878 3.4468 -0.368
C 5.4163 0.0004 4.0855 -0.763
C 4.1773 0.1324 3.4717 0.034
C -1.3083 2.3168 -3.4355 -0.960
C -2.5628 1.9631 -3.0623 -1.901
N -2.1012 -1.0723 0.0004 -0.194
H -2.3994 -8.0112 2.9727 0.380
H -1.1779 -7.6488 0.8495 0.391
H -0.7339 -5.3492 0.0565 0.506
H -2.7485 -3.7737 3.4788 0.482
H -3.1869 -6.0678 4.2819 0.391
H -3.9891 -3.7784 0.3527 0.574
H -5.2060 -1.7752 -0.9168 0.796
H -4.5806 2.8874 -2.3092 0.502
H -6.8785 3.6435 -2.2435 0.404
H -8.5380 2.5212 -0.7837 0.395
H -7.7783 0.6797 0.6909 0.389
H -5.4751 -0.1066 0.5939 0.532
H 0.3201 4.4955 -3.4848 0.599
H 1.4511 5.6089 -5.3686 0.412
H 3.4778 4.6116 -6.3652 0.412
H 4.3549 2.4714 -5.4762 0.416
H 3.1643 1.3109 -3.6605 0.661
H 3.6551 2.8704 -1.6277 0.607
H 4.5220 1.6341 0.5695 0.513
H 2.7511 -2.5588 3.3135 0.475
H 0.5974 -4.1239 3.0907 0.463
H 4.8028 -1.5365 0.5999 0.520
H 7.0136 -1.7795 1.6891 0.385
H 7.4013 -0.7955 3.9271 0.377
H 5.5816 0.4361 5.0623 0.390
H 3.3754 0.6671 3.9662 0.462
H -1.0316 2.8322 -4.3389 0.700
H -3.4559 2.1110 -3.6420 0.706
Se 0.5952 -1.9058 -1.8817 0.012
C 0.3210 -1.0882 -3.5812 0.062
C -0.9568 -0.8015 -4.0446 0.044
C -1.0948 -0.2421 -5.3043 -0.657
N -0.0667 0.0350 -6.1050 -0.646
C 1.1509 -0.2656 -5.6613 -0.538
C 1.3991 -0.8308 -4.4183 -0.252
H -1.8239 -1.0024 -3.4279 0.548
H -2.0787 -0.0064 -5.6962 0.427
H 1.9671 -0.0461 -6.3417 0.415
H 2.4065 -1.0749 -4.1078 0.453
```

HOMO level = -6.951 eV
Total charge = 0
Gap between HOMO and LUMO = 5.59 eV
Energy relative to the best compared isomer or geometry (same formula, charge and spin) = 45.4 kJ/mol